1.
Density functional theory data (wB97M-V/def2-TZVPD) for a gas-phase ion, C5H12N2O (charge -1) at a distorted geometry.

Geometry as XYZ:
```
20
Properties=species:S:1:pos:R:3:forces:R:3
N 1.76802 2.91305 0.12074 -0.931 -1.998 0.834
C 1.34498 1.73022 -0.50268 -1.028 -2.519 -2.330
C 0.60861 0.54928 0.27000 0.597 0.989 -0.202
N 0.12862 -0.44354 -0.51875 -1.386 -0.786 0.328
C -2.08468 -1.36765 -1.17727 -1.697 0.653 2.509
C -1.08794 -1.18463 0.03084 0.863 0.816 -2.242
C -0.82942 -2.54048 0.59830 2.001 0.083 0.844
O 0.44796 0.46250 1.47902 0.359 0.903 0.200
H 1.78838 2.98871 1.09081 0.192 0.395 1.278
H 2.04543 3.57194 -0.51375 0.845 2.112 -0.993
H 0.55446 2.01352 -1.32759 1.549 -0.774 1.081
H 2.24469 1.16964 -0.99661 -1.494 0.764 0.372
H 0.13823 -0.42185 -1.53741 0.226 0.552 0.288
H -2.63171 -0.50873 -1.55370 0.816 0.964 -0.016
H -3.01780 -1.84129 -0.74766 1.115 -0.638 -0.589
H -1.63875 -1.83720 -2.02026 0.284 -0.868 -0.506
H -1.46374 -0.60359 0.86678 -0.246 0.428 -0.356
H -0.23606 -2.57935 1.55818 0.170 0.220 -1.409
H -1.75519 -2.76735 0.96612 -2.778 -1.178 0.897
H -0.59739 -3.29154 -0.14619 0.543 -0.116 0.012
```
Positions in Å, forces in eV/Å.

For the orbital gap (alpha / beta), the calculation gives 2.633 / 9.355 eV. For the LUMO energy (alpha / beta), the calculation gives 3.8 / 3.9 eV. The electronic energy comes out at -382.3804 Eh. The expectation value of S² is 0.750. As for the net charge: -1. The calculation puts the HOMO energy (alpha / beta) at 1.203 / -5.417 eV. For the energy relative to the best compared isomer or geometry (same formula, charge and spin), the calculation gives 1.4025 eV. The multiplicity is 2.

Atom charges from the Mulliken analysis, given in e for atoms 1 to 5:
1 N 0.094
2 C -1.893
3 C 0.603
4 N 0.014
5 C -3.483

***

2.
Density functional theory data (wB97M-V/def2-TZVPD) for a molecular structure, C8H7IrN2O5 at a distorted geometry.

Geometry as XYZ:
```
23
Properties=species:S:1:pos:R:3:forces:R:3
O 2.51368 -2.83608 -4.30931 -0.677 0.614 2.667
C 2.23723 -2.58346 -3.24269 0.869 -0.819 -2.962
Ir 0.11701 -0.04952 -0.02760 -2.952 -1.452 -1.580
C -0.17284 0.10927 1.92672 0.681 -0.328 8.697
O -0.38537 0.21493 3.08261 1.183 -0.443 -6.071
C -1.05616 1.53783 -0.50210 -3.350 5.085 -1.707
O -1.73570 2.43856 -0.82544 2.663 -3.198 1.006
C -1.47464 -1.21068 -0.36843 -4.531 -5.105 -1.234
O -2.42484 -1.86110 -0.61789 4.462 2.983 0.930
C 1.57599 1.08504 -0.10789 8.318 5.311 -0.628
O 2.50738 1.78367 -0.23999 -4.768 -3.343 0.646
H 0.21891 -0.12466 -1.65534 0.555 -0.364 -0.163
C -4.07004 -0.16207 3.45752 -0.464 -0.458 -0.814
N -3.76804 0.86162 2.39091 -2.390 1.451 6.110
C -3.79388 2.26665 2.93313 -0.392 0.235 -0.959
C -2.91080 0.58412 1.54480 -2.170 0.189 -0.189
N -1.97397 0.35455 0.92382 3.411 -0.424 -3.778
H -4.93452 0.10958 4.04550 -0.196 0.318 0.054
H -3.18184 -0.22374 4.10602 -0.014 0.159 -0.137
H -4.22983 -1.11710 2.96438 0.031 -0.116 0.036
H -2.88310 2.39401 3.53940 -0.063 -0.195 -0.059
H -3.76516 2.94729 2.08702 0.052 0.132 -0.029
H -4.66728 2.45343 3.54078 -0.257 -0.233 0.164
```
Positions in Å, forces in eV/Å.

For the orbital gap (alpha / beta), the calculation gives 4.157 / 3.942 eV. For the LUMO energy (alpha / beta), the calculation gives -12.4 / -19.0 eV. The electronic energy comes out at -897.3788 Eh. The expectation value of S² is 8.791. As for the net charge: +3. The calculation puts the HOMO energy (alpha / beta) at -16.564 / -22.893 eV. The multiplicity is 6.

Atom charges from the Mulliken analysis, given in e for atoms 1 to 5:
1 O 0.209
2 C 0.714
3 Ir 1.224
4 C 0.091
5 O -0.254

***

3.
Density functional theory data (wB97M-V/def2-TZVPD) for a molecular structure, C26H23BCl5N2O5V at a distorted geometry.

Geometry as XYZ:
```
63
Properties=species:S:1:pos:R:3:forces:R:3
V 1.24464 2.42313 1.62744 -1.266 -0.244 1.927
Cl 3.07031 -3.64999 -1.42121 -0.190 0.094 -0.438
C 2.78518 -2.23494 -0.46725 -0.779 0.790 -1.038
C 2.35966 -0.99572 -1.04223 0.522 -1.311 2.371
Cl 2.11104 -0.87713 -2.70973 -0.208 0.207 -0.690
C 2.10962 0.05480 -0.13699 0.537 -2.315 -1.918
Cl 1.16714 1.39328 -0.64356 -0.102 0.992 0.486
C 2.53249 -0.06059 1.17483 0.388 -0.021 1.418
O 2.45757 0.90828 1.99810 -0.126 1.419 0.255
C 3.03432 -1.26828 1.72248 -0.290 0.353 -2.383
Cl 3.89257 -1.16081 3.16720 -0.128 -0.449 0.880
C 2.93701 -2.37917 0.90578 0.354 1.186 0.449
Cl 2.94944 -3.87546 1.64711 0.508 -1.686 0.530
C 1.84742 6.27582 3.12250 -0.405 -1.723 0.504
C 1.18920 4.92154 2.82030 -1.053 -0.941 4.764
N 1.15334 4.26407 1.66549 0.188 -0.465 -2.937
O 1.50962 5.02185 0.50155 0.234 1.455 -0.173
C 0.74428 4.01105 3.90450 2.537 5.475 -2.333
C 1.20055 4.05828 5.28782 0.441 2.457 1.762
N 0.28224 2.85207 3.59800 -1.369 -5.624 -2.098
O -3.11023 -5.11727 -5.14566 -0.431 -0.070 0.318
H 2.04993 6.79677 2.22628 0.153 0.582 -1.054
H 2.82320 6.01305 3.57704 -0.401 0.686 0.215
H 1.17996 6.89735 3.74860 0.671 -0.366 -0.080
H 1.16645 4.53236 -0.25804 -0.157 -0.138 0.538
H 1.61698 5.06484 5.51121 0.303 -0.650 0.073
H 1.95534 3.24152 5.44156 -0.613 0.712 0.234
H 0.32746 4.00214 5.97289 0.802 -0.387 -0.181
C -0.34934 -3.74862 -4.09482 -1.762 0.500 1.080
C -1.34933 -3.53247 -5.27614 1.558 0.017 -0.379
C -0.72424 -4.41017 -6.36666 0.018 0.878 -1.053
C -2.73166 -4.00145 -4.90534 0.465 -0.384 -0.509
C -1.43603 -2.09737 -5.76093 0.831 -0.261 -0.032
C -0.28457 -1.32826 -5.70389 0.384 0.716 0.542
C -0.28375 -0.06667 -6.27104 0.539 -0.122 -1.094
C -1.38797 0.45363 -6.90660 -2.205 -0.809 0.822
C -2.62388 -0.25317 -6.86487 2.111 -1.196 0.140
C -2.55888 -1.58764 -6.41026 -0.134 0.684 -0.021
H -0.50463 -4.80659 -3.81195 0.352 0.549 0.237
H -0.68103 -3.06047 -3.27755 0.573 -0.740 -0.201
H 0.71121 -3.56920 -4.30337 -0.448 -0.006 -0.233
H -0.80497 -5.44311 -6.10941 -0.033 -0.725 0.173
H 0.34466 -4.14034 -6.49112 -0.628 -0.124 0.076
H -1.21962 -4.24399 -7.33028 0.048 -0.163 0.066
H -3.38524 -3.22324 -4.48897 -0.235 -0.053 0.391
H 0.64892 -1.63407 -5.20607 -0.711 -0.187 -0.308
H 0.64998 0.44939 -6.43066 0.203 0.205 0.478
H -1.35113 1.40601 -7.36760 0.080 0.830 -0.324
H -3.55301 0.11302 -7.24937 -0.160 0.313 -0.374
H -3.37038 -2.27093 -6.62087 -0.386 0.153 0.249
O 0.05486 0.50361 4.43501 -1.144 0.774 0.459
B -0.14569 1.94099 4.58582 0.404 0.009 -2.362
O -0.98042 2.26643 5.66252 0.494 -0.923 0.959
C -1.27940 1.07311 6.25746 -0.688 -2.751 -1.943
C -2.28404 0.83442 7.16795 0.426 -0.624 -0.077
C -2.72232 -0.53073 7.36071 1.324 0.938 -1.376
C -2.26843 -1.51321 6.47179 -1.579 0.642 1.163
C -1.42160 -1.24182 5.38365 0.043 -0.257 0.043
C -0.78988 -0.03368 5.35324 -0.834 2.502 1.749
H -2.73181 1.72601 7.58771 -0.265 -0.265 0.416
H -3.49970 -0.81259 8.04764 -0.053 0.221 0.334
H -2.82434 -2.44482 6.62253 0.644 -0.037 -0.600
H -1.44906 -1.88484 4.51573 0.646 -0.323 0.109
```
Positions in Å, forces in eV/Å.

For the orbital gap (alpha / beta), the calculation gives 4.634 / 4.614 eV. For the LUMO energy (alpha / beta), the calculation gives 2.1 / 2.1 eV. The electronic energy comes out at -4760.0754 Eh. The expectation value of S² is 0.907. As for the net charge: -1. The calculation puts the HOMO energy (alpha / beta) at -2.563 / -2.530 eV. For the energy relative to the best compared isomer or geometry (same formula, charge and spin), the calculation gives 0.0000 eV. The multiplicity is 2.

Atom charges from the Mulliken analysis, given in e for atoms 1 to 5:
1 V 0.559
2 Cl -0.218
3 C 0.142
4 C -0.038
5 Cl -0.129